A cluster of 2 separate species, C8H21NO in total at a distorted geometry, computed with wB97M-V/def2-TZVPD.

- Orbital gap: 9.9 eV
- SMILES: CC(C)(C)O.CCN(C)C
- Electronic energy: -447.394603 hartree
- Multiplicity: 1
- Total charge: 0
- Energy above the lowest of the compared OMol25 structures with the same formula, charge and spin: 0.00 kcal/mol

XYZ file:
```
31
C8H21NO, DFT wB97M-V/def2-TZVPD
O -0.047 0.346 -1.252
N 0.495 -1.363 0.860
C -1.030 1.340 -1.068
C 2.762 -0.535 0.074
C -2.409 0.692 -0.872
C -1.031 2.199 -2.336
C 0.669 -2.693 0.312
C 1.813 -0.706 1.246
C -0.688 2.206 0.153
C -0.408 -1.395 1.997
H -1.763 3.001 -2.257
H 1.576 0.274 1.673
H -0.043 2.629 -2.488
H -0.036 -0.321 -0.475
H -0.554 -0.388 2.383
H -1.419 2.998 0.273
H -1.375 -1.789 1.681
H -0.678 1.598 1.055
H -2.628 0.036 -1.711
H -3.187 1.450 -0.806
H 1.255 -2.629 -0.602
H 2.259 -0.037 -0.750
H -0.309 -3.106 0.056
H 3.148 -1.489 -0.272
H -1.273 1.581 -3.199
H -0.035 -2.023 2.820
H 1.166 -3.373 1.016
H 3.609 0.075 0.392
H 0.295 2.653 0.025
H 2.284 -1.331 2.029
H -2.420 0.100 0.043
```

***

A structure of composition C31H25BrMoN6O3S at a distorted geometry, computed with wB97M-V/def2-TZVPD.

- Orbital gap (spin up / spin down): 6.7 / 6.7 eV
- Electronic energy: -4791.068727 hartree
- Multiplicity: 1
- Total charge: 0
- Energy above the lowest of the compared OMol25 structures with the same formula, charge and spin: 6.02 kcal/mol

XYZ file:
```
68
C31H25BrMoN6O3S, DFT wB97M-V/def2-TZVPD
Mo 0.055 -0.144 -0.202
Br -0.453 2.248 -1.924
S -0.414 -1.016 -4.794
O -0.482 -1.017 1.606
O 0.205 1.489 0.974
O -1.010 -1.809 -0.756
N 1.399 -1.740 0.290
N -1.978 0.621 0.126
N 0.391 -0.545 -2.439
N 2.162 0.491 -0.502
N 0.903 -2.741 1.070
N -2.058 1.803 0.845
C 4.427 -0.194 -0.893
C 3.805 2.099 -1.116
C 3.114 -0.476 -0.520
C 0.490 3.701 2.621
C -2.604 -3.351 4.312
C -2.314 -4.704 4.414
C 2.514 1.756 -0.767
C -0.881 2.183 1.203
C -0.112 -2.241 1.735
C -3.333 -1.214 -0.686
C -0.701 3.449 1.948
C -2.584 -3.396 -1.408
C -3.889 -3.765 -1.637
C 2.657 -1.755 -0.020
C -0.862 -3.103 2.674
C -0.573 -4.461 2.776
C -2.266 -2.108 -0.928
C -1.300 -5.258 3.643
C -1.882 -2.550 3.442
C 3.552 -2.895 0.333
C 1.244 -1.252 -4.450
C -1.722 4.395 1.970
C -0.677 -0.539 -3.192
C -0.366 5.828 3.343
C -3.119 0.084 -0.115
C -1.553 5.581 2.666
C -4.657 -1.625 -0.919
C 0.654 4.888 3.318
C -4.944 -2.880 -1.397
C 4.770 1.107 -1.203
C 1.487 -0.960 -3.150
H -3.994 0.659 0.177
H -2.346 6.317 2.675
H 4.034 3.134 -1.323
H 5.785 1.345 -1.491
H -2.101 -1.495 3.344
H 4.601 -2.619 0.277
H -2.880 -5.330 5.092
H -1.766 -4.082 -1.582
H -2.637 4.194 1.430
H 3.374 -3.743 -0.332
H 5.165 -0.981 -0.928
H 1.720 2.485 -0.710
H 1.277 2.960 2.593
H 3.321 -3.233 1.342
H 2.453 -1.021 -2.682
H -3.396 -2.920 4.910
H -1.645 -0.229 -2.835
H 1.580 5.079 3.844
H -5.457 -0.925 -0.708
H -4.098 -4.761 -2.006
H 1.948 -1.583 -5.193
H -1.077 -6.314 3.719
H 0.217 -4.879 2.167
H -5.967 -3.183 -1.575
H -0.237 6.755 3.887
```

***

An isolated molecule of C6H7N at a distorted geometry, computed with wB97M-V/def2-TZVPD.

- Orbital gap: 9.1 eV
- SMILES: C=C=C/C=C1/CN1
- Electronic energy: -287.413866 hartree
- Multiplicity: 1
- Total charge: 0
- Energy above the lowest of the compared OMol25 structures with the same formula, charge and spin: 108.79 kcal/mol

XYZ file:
```
14
C6H7N, DFT wB97M-V/def2-TZVPD
N 1.373 -1.035 -0.217
C 0.253 1.324 0.015
C -1.967 0.059 0.116
C -2.539 -1.094 0.009
C 1.097 0.303 0.052
C 2.504 -0.179 0.066
C -1.209 1.147 -0.062
H -1.865 1.906 -0.383
H -3.108 -1.378 0.849
H 1.007 -1.747 0.390
H -2.485 -1.540 -1.002
H 3.072 -0.103 0.937
H 3.078 0.107 -0.736
H 0.788 2.229 -0.034
```

***

A cluster of 3 separate species, C18H38Br2N2O7P in total at a distorted geometry, computed with wB97M-V/def2-TZVPD.

- Orbital gap: 6.3 eV
- Electronic energy: -6833.594548 hartree
- Multiplicity: 1
- Total charge: +1

XYZ file:
```
68
C18H38Br2N2O7P, DFT wB97M-V/def2-TZVPD
Br -4.551 4.982 2.745
Br -1.298 0.071 0.399
P -2.357 4.407 2.611
O -0.839 -5.338 3.654
O -1.378 5.767 3.201
O -0.464 5.525 -2.318
O 3.012 -1.188 -2.104
O -2.380 -2.849 3.195
O 2.582 -4.083 -2.567
O 2.155 3.177 -1.663
N -1.604 3.201 -1.439
N -1.948 4.199 0.865
C -1.341 -4.911 2.385
C -3.955 -0.295 -1.321
C -1.115 4.630 -1.350
C 3.996 -4.242 -2.641
C -1.320 5.354 0.116
C -3.999 1.172 -0.587
C 0.862 5.041 -2.730
C 4.036 1.645 -0.680
C 1.844 -1.914 -1.711
C 2.177 -3.375 -1.392
C 2.673 2.578 -0.421
C 3.092 -1.017 -3.515
C -1.402 -3.383 2.297
C -2.121 2.955 -0.029
C -2.724 1.490 0.395
C -1.792 -2.317 4.378
C -1.877 -5.774 4.526
C 1.860 4.612 -1.502
H 1.461 -1.435 -0.803
H -4.973 1.351 0.049
H 4.006 1.084 -1.718
H -2.232 -6.761 4.209
H -0.641 -5.278 1.626
H 4.524 -3.307 -2.438
H -3.216 -0.239 -2.242
H -5.031 -0.479 -1.790
H 1.873 1.842 0.015
H -1.012 6.436 0.436
H 4.123 0.798 0.142
H 4.100 -0.676 -3.763
H -3.753 -1.200 -0.603
H -1.059 -3.001 4.813
H 4.316 -5.012 -1.931
H -1.712 -3.101 1.285
H -2.322 -5.358 2.180
H 2.900 -1.950 -4.052
H 4.250 -4.573 -3.652
H -0.416 -2.938 2.482
H 1.273 -3.868 -1.020
H 1.503 4.927 -0.434
H -0.439 5.537 2.884
H 1.064 -1.847 -2.480
H -3.127 1.598 1.506
H 2.943 -3.443 -0.609
H -2.712 -5.070 4.553
H 0.778 4.115 -3.451
H -1.314 -1.358 4.152
H 2.886 5.194 -1.685
H -4.019 1.985 -1.453
H -1.560 2.589 -2.283
H 2.970 3.373 0.392
H -1.462 -5.861 5.535
H 2.374 -0.254 -3.835
H -2.587 -2.149 5.109
H 5.034 2.275 -0.602
H 1.383 5.931 -3.322
```

***

A structure of composition C8H24Cl2CrO8S2 at a distorted geometry, computed with wB97M-V/def2-TZVPD.

- Orbital gap (spin up / spin down): 7.5 / 8.7 eV
- <S²>: 6.0064
- Electronic energy: -3682.350561 hartree
- Multiplicity: 5
- Total charge: 0

XYZ file:
```
45
C8H24Cl2CrO8S2, DFT wB97M-V/def2-TZVPD
Cr -7.404 16.832 36.576
Cl -8.774 18.898 36.243
Cl -7.881 15.955 38.920
S -4.986 13.840 36.881
S -9.582 14.283 35.299
O -8.641 15.310 35.785
O -5.888 14.991 36.658
O -5.710 18.000 37.223
O -5.549 12.589 35.911
O -6.381 16.800 34.644
O -9.280 13.612 34.041
O -3.552 13.930 36.775
O -11.162 14.848 35.218
C -7.307 17.092 33.591
C -6.570 11.672 33.902
C -5.893 12.899 34.597
C -12.832 16.456 35.638
C -4.279 17.744 37.026
C -9.780 13.039 36.656
C -5.428 12.925 38.420
C -11.510 15.873 36.144
H -3.879 17.648 38.036
H -9.678 13.407 37.677
H -5.022 13.467 39.274
H -7.342 16.355 32.788
H -4.070 16.801 36.522
H -8.311 17.323 33.947
H -6.886 11.839 32.873
H -13.676 15.769 35.706
H -5.068 11.896 38.428
H -6.517 12.872 38.427
H -10.783 16.667 36.311
H -7.401 11.237 34.458
H -4.925 13.193 34.192
H -6.842 17.844 32.953
H -6.502 13.802 34.560
H -5.752 18.805 37.744
H -11.700 15.388 37.101
H -5.725 11.003 33.742
H -12.639 16.793 34.619
H -3.862 18.492 36.351
H -5.550 16.517 34.256
H -8.946 12.353 36.508
H -13.055 17.358 36.208
H -10.750 12.647 36.348
```

***

A structure of composition C26H38AsAuBrNO5Si3, computed with wB97M-V/def2-TZVPD.

- Orbital gap (spin up / spin down): 7.3 / 6.2 eV
- <S²>: 2.0236
- Electronic energy: -7258.495265 hartree
- Multiplicity: 3
- Total charge: 0
- Energy above the lowest of the compared OMol25 structures with the same formula, charge and spin: 8.13 kcal/mol

XYZ file:
```
76
C26H38AsAuBrNO5Si3, DFT wB97M-V/def2-TZVPD
Au -1.358 -0.569 -0.162
Br -2.985 -0.115 -6.646
As 1.232 -0.383 0.412
Si 2.608 -0.454 -1.513
Si 1.683 -2.379 1.623
Si 1.969 1.432 1.757
O -3.219 -2.078 0.765
O -4.647 -3.855 2.695
O -1.603 -1.035 5.065
O -3.697 -3.106 5.399
O -1.274 -0.578 2.183
N -2.545 1.794 0.609
C -3.337 0.218 -3.842
C 1.094 1.351 3.403
C -2.584 2.707 -0.468
C -3.317 -2.644 4.360
C 1.565 3.041 0.900
C 4.440 -0.229 -1.203
C -0.950 -1.012 -3.151
C 2.015 0.959 -2.586
C 2.353 -2.143 -2.298
C -2.690 4.345 -2.722
C 3.826 1.328 1.980
C -3.822 -3.022 2.957
C -3.074 -2.142 1.985
C 0.448 -3.626 0.980
C -1.508 3.703 -2.376
C -1.310 -0.910 -4.490
C -1.762 -0.498 -2.151
C -2.966 0.103 -2.510
C -3.816 4.165 -1.934
C -1.457 2.879 -1.265
C -2.231 -1.580 4.184
C -3.763 3.360 -0.806
C -2.497 -0.283 -4.821
C -2.097 -1.345 2.726
C 1.517 -2.156 3.468
C 3.433 -2.937 1.253
H 4.153 -2.161 1.516
H 1.088 2.346 3.852
H 2.441 -1.760 3.889
H 4.691 0.802 -0.964
H 0.700 -1.504 3.767
H 0.063 1.015 3.304
H 2.061 3.849 1.443
H 0.672 -3.908 -0.049
H 4.963 -0.494 -2.124
H -0.627 3.822 -2.991
H 4.180 0.313 2.156
H 4.345 1.722 1.108
H -1.794 1.939 1.272
H 1.345 -3.137 3.916
H 3.577 -3.199 0.206
H 3.666 -3.817 1.856
H 4.823 -0.868 -0.410
H 3.180 -2.806 -2.040
H 2.395 1.907 -2.203
H -3.428 1.727 1.098
H -0.022 -1.508 -2.903
H 0.928 1.016 -2.628
H 2.326 -2.061 -3.385
H 4.111 1.935 2.841
H -0.672 -1.312 -5.265
H 1.429 -2.621 -1.977
H 1.923 3.062 -0.130
H -0.570 -3.232 0.997
H -3.630 0.498 -1.755
H 2.383 0.843 -3.608
H 1.600 0.676 4.092
H -0.555 2.327 -1.028
H -2.732 4.973 -3.601
H 0.497 3.258 0.886
H 0.472 -4.531 1.590
H -4.645 3.230 -0.189
H -4.268 0.696 -4.112
H -4.743 4.659 -2.192
```

***

An isolated molecule of C6H13NOSi at a distorted geometry, computed with wB97M-V/def2-TZVPD.

- Orbital gap: 9.4 eV
- SMILES: C/C=C/[Si@H]1CCCON1
- Electronic energy: -655.750785 hartree
- Multiplicity: 1
- Total charge: 0
- Energy above the lowest of the compared OMol25 structures with the same formula, charge and spin: 143.18 kcal/mol

XYZ file:
```
22
C6H13NOSi, DFT wB97M-V/def2-TZVPD
Si -0.677 -0.579 -0.428
O -2.262 1.628 -0.175
N -1.307 0.924 -1.014
C -1.230 -0.795 1.423
C -2.408 0.182 1.808
C -2.069 1.576 1.286
C 3.843 -0.419 -1.638
C 1.647 -0.759 -0.475
C 2.381 -0.255 -1.445
H -0.421 -0.640 2.174
H 4.357 0.508 -2.159
H 2.189 -1.289 0.317
H 1.777 0.098 -2.284
H -2.888 2.286 1.574
H 4.337 -0.787 -0.719
H -1.212 -1.749 -1.101
H -0.955 1.797 1.549
H -1.695 1.261 -1.960
H -1.509 -1.890 1.451
H -3.301 -0.330 1.456
H -2.579 0.251 2.871
H 3.982 -1.019 -2.512
```

***

A cluster of 3 separate species, C19H27B4NO11 in total at a distorted geometry, computed with wB97M-V/def2-TZVPD.

- Orbital gap: 8.2 eV
- SMILES: CCB(O)B1OB(Cc2ccc(C)cc2)OB(OC#N)O1.C[C@@H]1COC(=O)O1.C[C@@H]1COC(=O)O1
- Electronic energy: -1722.140811 hartree
- Multiplicity: 1
- Total charge: 0

XYZ file:
```
62
C19H27B4NO11, DFT wB97M-V/def2-TZVPD
O 5.290 2.946 1.653
O 2.828 2.335 1.192
O 5.005 0.208 -0.588
O -6.143 -1.754 0.881
O -0.532 -3.279 -3.895
O -0.991 -1.511 -2.585
O 3.509 4.654 2.076
O -2.213 -1.865 -4.462
O -5.303 -1.631 -1.219
O 5.672 5.419 1.158
O -6.878 -3.162 -0.741
N 6.889 6.084 3.397
C 0.525 -3.164 -2.947
C -1.607 1.195 0.322
C -0.121 -2.370 -1.850
C -0.126 3.025 1.640
C -6.111 -2.146 -0.250
C 0.851 -1.572 -1.008
C -2.065 1.563 2.960
C -3.521 -0.327 1.676
C 6.568 -1.288 1.766
C -0.939 2.635 2.936
C 6.340 5.816 2.358
C -2.379 0.821 1.625
C -1.331 -2.188 -3.719
C 0.955 4.185 1.812
C -0.475 2.286 0.324
C -6.716 -3.142 -2.156
C 5.047 -0.704 1.927
C -5.119 -1.843 -3.626
C -5.346 -2.549 -2.307
B 4.822 4.302 1.617
B 2.511 3.661 1.654
B 4.758 0.482 0.836
B 4.234 2.025 1.269
H 0.858 -4.148 -2.613
H 4.289 -1.556 1.886
H -0.743 -3.001 -1.206
H -5.929 -1.141 -3.845
H -3.780 -0.527 2.774
H -3.033 -1.280 1.231
H 7.340 -0.456 1.951
H 6.723 -2.049 2.624
H -7.509 -2.521 -2.585
H 5.047 -0.185 2.962
H -4.560 -3.296 -2.144
H -4.199 -1.257 -3.592
H 5.993 0.296 -0.665
H 1.531 -0.987 -1.635
H 0.752 5.005 1.044
H -6.786 -4.149 -2.571
H -1.921 0.628 -0.628
H 1.446 -2.230 -0.371
H 0.079 2.548 -0.650
H 0.315 -0.859 -0.376
H -5.049 -2.560 -4.446
H -2.611 1.348 3.944
H 6.743 -1.802 0.762
H -0.721 3.186 3.923
H 0.897 4.579 2.901
H -4.424 -0.086 1.025
H 1.362 -2.645 -3.425
```

***

A structure of composition C43H46CaCl5N12O2S2, computed with wB97M-V/def2-TZVPD.

- Orbital gap: 6.5 eV
- Electronic energy: -6248.827552 hartree
- Multiplicity: 1
- Total charge: -1
- Energy above the lowest of the compared OMol25 structures with the same formula, charge and spin: 0.00 kcal/mol

XYZ file:
```
111
C43H46CaCl5N12O2S2, DFT wB97M-V/def2-TZVPD
Ca 0.009 0.121 -0.250
Cl 2.453 2.902 6.282
Cl 2.328 -0.156 6.843
Cl 1.098 4.099 3.789
Cl 0.789 -2.016 4.880
Cl -0.570 -0.865 2.374
S -3.623 -0.111 -0.081
S -0.356 2.255 1.660
O -3.241 0.514 1.153
O -4.536 0.591 -0.957
N 0.978 0.865 -2.484
N -2.283 -0.575 -0.827
N 0.748 -3.932 -0.666
N 2.860 -3.918 -1.378
N 2.140 0.368 0.904
N -1.160 -1.380 -2.621
N 1.971 3.603 -0.773
N 1.578 -1.842 -1.294
N -0.233 2.833 -2.876
N 1.482 2.433 -4.269
N 1.909 4.796 0.019
N 2.613 1.484 0.257
C 4.236 5.242 -0.530
C -3.540 -1.450 -2.809
C 2.580 -0.966 -1.888
C -6.388 -5.283 1.520
C -1.042 2.741 -1.688
C 1.576 0.501 5.436
C 0.295 0.220 3.419
C -3.773 -2.553 1.152
C 3.834 -2.605 2.228
C -2.367 -1.132 -2.094
C -2.165 -2.330 -4.571
C 1.322 -5.170 -0.194
C 1.023 2.391 4.036
C 3.145 6.473 1.229
C -4.404 -3.727 1.528
C -5.714 -3.993 1.134
C -3.421 -2.053 -4.043
C -4.448 -1.628 0.368
C 3.178 -0.458 1.285
C 3.095 5.478 0.243
C 3.934 -3.699 -2.325
C 0.937 3.752 -4.606
C 2.020 -0.038 -2.956
C 4.298 7.210 1.425
C 2.215 2.554 -0.109
C 0.349 1.588 3.088
C -5.755 -1.869 -0.023
C -1.071 -1.962 -3.809
C 0.767 1.938 -3.160
C 0.892 -0.323 4.550
C 2.523 -5.305 -1.106
C 1.752 -3.099 -1.158
C 5.519 -1.055 1.561
C 1.658 1.610 -5.457
C -6.380 -3.047 0.363
C 5.384 5.994 -0.322
C 2.853 -1.717 1.832
C 5.185 -2.292 2.095
C 1.628 1.867 5.173
C 4.546 -0.149 1.163
C 5.431 6.982 0.650
C -0.389 -3.417 0.050
C 0.133 4.142 -3.378
H -0.061 -2.147 -4.167
H -5.907 -5.736 2.387
H 1.740 4.452 -4.835
H -7.405 -3.232 0.060
H 2.271 0.737 -5.275
H 1.623 -5.098 0.861
H 3.027 -0.354 -1.109
H 4.314 7.967 2.200
H -2.763 -2.340 1.479
H 5.951 -2.988 2.411
H -0.531 3.138 -0.808
H 4.465 -4.643 -2.442
H -0.149 -3.204 1.100
H -4.317 -2.305 -4.599
H -1.330 1.703 -1.542
H -0.755 4.723 -3.626
H 2.162 2.218 -6.209
H 1.810 -1.983 1.939
H 0.695 1.285 -5.873
H -3.875 -4.444 2.146
H 1.638 -0.653 -3.780
H 6.259 5.793 -0.929
H 6.563 -0.778 1.458
H 3.360 -5.816 -0.630
H 4.653 -2.966 -1.964
H -7.440 -5.123 1.759
H 4.210 4.464 -1.280
H -6.269 -1.129 -0.622
H 2.269 6.659 1.838
H 3.538 -3.558 2.654
H 0.615 -5.994 -0.299
H -0.759 -2.523 -0.439
H -1.195 -4.153 0.018
H 4.834 0.813 0.761
H 6.333 7.558 0.810
H -2.040 -2.805 -5.534
H 2.878 0.534 -3.327
H -4.512 -1.205 -2.414
H -1.969 3.291 -1.844
H 1.315 4.668 0.832
H 3.571 -3.397 -3.313
H 3.406 -1.487 -2.361
H 2.262 -5.843 -2.028
H 0.279 3.672 -5.480
H 0.736 4.681 -2.642
H -6.344 -6.006 0.702
```